52
Properties=species:S:1:pos:R:3:lowdin_charge:R:1 method="wB97M-V/def2-TZVPD" total_charge=0 homo_lumo_gap_ha=0.3150 e_lumo_ev=0.5 e_tot_ev=-61443.75451 smiles="COc1ccc(C(=O)NCc2nnc(SCC(=O)Nc3nc4ccccc4s3)o2)cc1OC" homo_energy_ev=-8.08
C -5.78457 -0.39240 -1.08140 -0.064
H -5.48731 0.64571 -0.92914 0.076
O -5.04689 -1.27026 -0.25802 -0.063
C -3.69970 -1.37941 -0.35738 -0.204
C -3.14810 -2.33082 0.50048 0.000
C -1.79537 -2.59397 0.54007 -0.037
C -0.94526 -1.88409 -0.29742 -0.161
C -1.48016 -0.91417 -1.14319 0.049
C -2.83727 -0.64666 -1.20081 -0.182
O -3.37152 0.29313 -2.03549 -0.110
C -2.50243 1.02000 -2.87618 -0.063
H -1.75734 1.57871 -2.30441 0.084
H -3.14376 1.71618 -3.41436 0.100
H -1.99932 0.36298 -3.59233 0.101
H -0.78400 -0.36332 -1.75504 0.121
C 0.52719 -2.02651 -0.31966 -0.441
O 1.25076 -1.11401 -0.68416 0.061
N 1.02403 -3.22537 0.07911 0.097
H 0.38835 -3.96429 0.32838 0.131
C 2.44765 -3.52435 0.13296 -0.061
C 3.19029 -2.25342 0.32790 -0.352
N 3.18139 -1.51915 1.38877 0.118
N 3.78731 -0.35875 1.06817 0.023
C 4.14602 -0.46039 -0.17992 -0.678
S 4.81044 0.78789 -1.16495 1.032
C 4.21887 2.23157 -0.20412 -0.336
C 2.70398 2.40209 -0.33477 -0.522
O 2.19964 3.08471 -1.18374 0.103
N 2.02313 1.71223 0.63763 0.102
C 0.66668 1.64097 0.76705 -0.558
N -0.20719 2.33558 0.15435 0.144
C -1.47452 2.05178 0.57446 -0.317
C -2.63616 2.66841 0.12334 -0.025
C -3.84814 2.27961 0.65574 -0.093
C -3.92158 1.28510 1.62681 -0.093
C -2.77879 0.66560 2.09696 -0.096
C -1.55976 1.05551 1.57406 -0.464
S 0.03588 0.49165 1.97908 1.097
H -2.83060 -0.10055 2.85400 0.111
H -4.88243 0.99328 2.02275 0.108
H -4.75450 2.76143 0.31867 0.104
H -2.56692 3.44225 -0.62429 0.117
H 2.55894 1.05608 1.20988 0.085
H 4.71122 3.08606 -0.66639 0.087
H 4.54230 2.10328 0.82656 0.082
O 3.85297 -1.66378 -0.69564 0.088
H 2.78592 -3.99380 -0.79917 0.136
H 2.63317 -4.19170 0.97770 0.135
H -1.41814 -3.31636 1.24774 0.109
H -3.83164 -2.85920 1.14619 0.124
H -6.82236 -0.52766 -0.77667 0.096
H -5.67899 -0.64850 -2.13743 0.098

***

18
Properties=species:S:1:pos:R:3:lowdin_charge:R:1 method="wB97M-V/def2-TZVPD" e_above_lowest_kcal_mol=138.8 total_charge=-1 homo_lumo_gap_ha=0.2955 e_lumo_ev=3.3 e_tot_ev=-11939.37825 homo_energy_ev=-4.69
C 0.13727 1.06327 1.01914 -0.146
C -1.29983 0.95540 0.61568 -0.290
N -2.22302 0.13812 -0.59150 -0.035
C -1.38527 -0.70387 0.17229 -0.183
C 2.29040 -1.09787 -0.00811 -0.688
O 2.35816 -0.30812 -0.96960 -0.125
O 2.49330 -0.90482 1.21616 -0.144
H 0.50928 0.07479 1.46970 0.079
H 0.31641 1.95572 1.61521 0.078
H 0.84245 1.14824 0.17727 0.074
H -1.88316 0.80167 1.61645 0.127
H -1.38127 1.98650 0.13050 0.157
H -1.96661 -1.38750 0.82462 0.108
H -0.38351 -0.95337 -0.10167 0.060
H 2.01391 -2.18975 -0.27053 0.105
H -0.93529 -0.09851 -1.94033 0.028
H 0.68422 -0.23732 -2.28248 -0.032
O -0.18742 -0.24256 -2.69279 -0.173

***

83
Properties=species:S:1:pos:R:3:lowdin_charge:R:1 method="wB97M-V/def2-TZVPD" multiplicity=2 e_above_lowest_kcal_mol=10.2 total_charge=-1 homo_lumo_gap_ha="0.2646 / 0.2695" e_lumo_ev="2.3 / 2.3" e_tot_ev=-220536.38892 homo_energy_ev="-4.92 / -5.05"
Mn -0.26123 -0.23448 1.23795 0.146
S -1.32251 1.63415 2.15240 0.652
C -0.74970 3.02407 1.24031 -0.702
C -0.79093 4.29913 1.82200 -0.144
C -0.31507 5.40817 1.14601 -0.106
C 0.21342 5.28257 -0.13576 -0.108
C 0.23977 4.03121 -0.73268 -0.103
C -0.23574 2.91099 -0.05953 -0.401
As -0.27729 1.12422 -0.82954 1.363
C -1.81184 1.32236 -2.00328 -0.349
C -1.90567 0.59720 -3.18772 -0.122
C -3.03850 0.70483 -3.97962 -0.082
C -4.08833 1.52596 -3.58975 -0.096
C -3.99837 2.24544 -2.40777 -0.086
C -2.86009 2.14937 -1.61858 -0.098
C 1.19211 1.23670 -2.10089 -0.343
C 1.07527 1.83131 -3.35376 -0.112
C 2.16579 1.87744 -4.21069 -0.082
C 3.37900 1.31983 -3.83046 -0.089
C 3.50086 0.71926 -2.58676 -0.070
C 2.41245 0.68331 -1.72644 -0.114
H -1.19155 4.39841 2.82390 0.095
H -0.35094 6.38049 1.62384 0.095
H 0.59219 6.14855 -0.66377 0.092
H 0.64139 3.92328 -1.73379 0.093
H -1.10484 -0.06800 -3.48179 0.095
H -3.10596 0.13201 -4.89624 0.101
H -4.97731 1.59952 -4.20426 0.095
H -4.81748 2.87932 -2.09135 0.100
H -2.80133 2.70621 -0.69074 0.102
H 0.12869 2.25251 -3.66875 0.100
H 2.06175 2.33781 -5.18560 0.099
H 4.22097 1.33731 -4.51124 0.097
H 4.43103 0.25226 -2.28830 0.108
H 2.51415 0.19320 -0.76656 0.063
F 1.12413 -5.02724 -2.95427 0.130
C 0.19977 -4.15775 -2.53182 -0.675
F -0.26227 -4.57481 -1.35794 0.136
F -0.80460 -4.15103 -3.41100 0.138
S 0.90550 -2.46023 -2.40585 0.583
O -0.14348 -1.67395 -1.82733 -0.310
O 1.35313 -2.17390 -3.73380 -0.267
N 2.15946 -2.67755 -1.47144 -0.271
S 2.32025 -2.41518 0.04927 0.595
O 3.57293 -1.76589 0.32061 -0.282
O 1.16177 -1.94532 0.77376 -0.331
C 2.58346 -4.10771 0.73962 -0.670
F 3.03045 -4.00072 1.99997 0.118
F 1.45748 -4.81187 0.75935 0.145
F 3.49490 -4.77272 0.03143 0.139
F -4.94999 -1.90623 -0.23862 0.149
C -3.77815 -1.28514 0.01595 -0.537
F -4.07099 -0.03720 0.40861 0.155
F -3.11675 -1.20718 -1.13273 0.173
C -2.92144 -2.02004 1.09403 -0.319
O -1.65268 -1.62256 1.11736 -0.226
C -3.61257 -1.82019 2.48696 -0.546
F -4.94695 -1.99744 2.46531 0.150
F -3.38679 -0.59996 2.96608 0.123
F -3.11481 -2.69833 3.38101 0.140
C -2.94651 -3.55548 0.76052 -0.531
F -1.97046 -4.19780 1.41130 0.152
F -2.76255 -3.77192 -0.54600 0.165
F -4.10455 -4.15815 1.10082 0.147
C 1.13404 -0.35777 4.45090 -0.356
S -0.24658 -1.09275 3.56435 0.836
C 0.26212 -2.81429 3.56514 -0.336
H 1.11679 -0.65183 5.49986 0.041
H 1.00579 0.72154 4.37397 0.024
H 2.08172 -0.65486 3.99918 0.038
H 1.28012 -2.91219 3.19576 0.021
H -0.41516 -3.33257 2.88776 0.026
H 0.17515 -3.23095 4.56807 0.047
C 2.32269 2.86763 2.29211 0.013
C 2.56740 1.41894 1.98148 -0.450
C 3.93078 0.85534 2.25544 -0.003
O 1.68710 0.71948 1.52198 -0.066
H 3.23152 3.37675 2.60742 0.084
H 1.57126 2.92548 3.08404 0.092
H 1.88911 3.36209 1.42135 0.076
H 4.65515 1.36925 1.61679 0.099
H 3.95694 -0.20959 2.04269 0.065
H 4.21224 1.06786 3.28974 0.091

***

31
Properties=species:S:1:pos:R:3:lowdin_charge:R:1 method="wB97M-V/def2-TZVPD" e_above_lowest_kcal_mol=22.6 total_charge=0 homo_lumo_gap_ha=0.3369 e_lumo_ev=0.2 e_tot_ev=-26711.36414 homo_energy_ev=-8.97
C -1.59909 -2.60757 -1.09996 -0.227
C 2.00610 0.20449 0.44814 -0.429
C 2.51408 -0.67209 -0.68068 -0.051
C -0.03149 2.69535 0.49994 -0.098
C 1.70845 -1.60479 2.08041 0.062
C 1.39326 2.46850 1.02772 -0.253
C -2.90127 0.49386 -1.06081 -0.196
C -1.44993 0.03809 -1.27908 -0.268
C 1.45788 -0.34280 1.61111 -0.175
N 2.01635 1.44868 0.14432 0.073
O -1.78879 -1.17837 1.05089 -0.506
F -3.12132 1.65855 -1.78282 -0.044
S -0.90146 -1.27041 -0.07638 0.852
H -0.81904 -2.96096 -1.76069 0.048
H -1.83787 -3.47985 -0.43521 0.076
H 3.06888 -0.06839 -1.44450 0.094
H 1.66612 -1.16549 -1.14503 0.038
H 3.10168 -1.58649 -0.45537 0.074
H -0.01433 2.65352 -0.60718 0.076
H -0.73706 1.82519 0.73956 0.074
H -0.48378 3.57827 0.97232 0.077
H 2.21667 -2.32710 1.44287 0.054
H -2.53771 -2.31622 -1.48273 0.028
H 1.55096 -2.15367 2.99350 0.060
H 1.37487 2.08606 2.05275 0.093
H 1.92099 3.39518 0.81279 0.104
H -3.58160 -0.24620 -1.48680 0.126
H -2.95767 0.69391 -0.09692 0.061
H -1.06689 -0.45348 -2.09382 0.050
H -0.90466 0.91800 -1.01780 0.030
H 0.73767 0.27623 2.12946 0.097

***

85
Properties=species:S:1:pos:R:3:lowdin_charge:R:1 method="wB97M-V/def2-TZVPD" multiplicity=5 total_charge=+3 homo_lumo_gap_ha="0.3306 / 0.2127" e_lumo_ev="-7.7 / -11.7" e_tot_ev=-58627.14908 homo_energy_ev="-16.66 / -17.45"
Pt 0.50766 -0.25156 -0.11899 1.056
C -2.01801 -2.85340 -1.42288 -0.091
C -1.33591 -3.36229 -0.15300 -0.509
C -2.24786 -4.30529 0.64118 -0.068
P -0.78212 -1.98590 0.92359 0.979
C -0.05395 -2.68659 2.44165 -0.529
C 1.13805 -3.57450 2.06295 -0.085
C 0.34473 -1.59706 3.43661 -0.089
C -2.20001 -0.95660 1.36305 -0.300
C -3.00675 -1.20049 2.46499 -0.049
C -4.08073 -0.35894 2.74445 -0.010
C -4.34028 0.73365 1.92836 -0.009
C -3.55097 0.98607 0.81423 -0.006
C -2.49187 0.13169 0.51642 -0.320
N -1.64640 0.30975 -0.58610 -0.003
C -2.03406 0.57770 -1.84945 -0.277
C -3.40228 0.60735 -2.23870 0.037
C -3.74441 0.85592 -3.54807 0.001
C -2.75494 1.04074 -4.51451 0.025
C -1.40074 0.93905 -4.16621 -0.033
C -1.03155 0.71071 -2.86048 -0.292
P 0.69318 0.54122 -2.37911 0.984
C 1.57479 -0.47548 -3.59300 -0.536
C 0.88590 -1.82139 -3.82353 -0.086
C 3.03271 -0.64328 -3.14935 -0.089
C 1.40667 2.24624 -2.31514 -0.512
C 0.39049 3.22832 -1.72664 -0.088
C 1.87328 2.71212 -3.69945 -0.072
H -2.24751 -3.70489 -2.06341 0.106
H -1.38215 -2.17306 -1.99370 0.038
H -2.96096 -2.35212 -1.19221 0.088
H -0.41700 -3.88586 -0.43257 0.115
H -3.13158 -3.78759 1.01858 0.088
H -1.73692 -4.79478 1.46866 0.082
H -2.59428 -5.08993 -0.03270 0.105
H -0.84252 -3.30579 2.87916 0.116
H 1.90569 -3.00247 1.53420 0.075
H 0.85132 -4.42293 1.44248 0.080
H 1.59048 -3.97375 2.97019 0.101
H 1.03835 -0.88839 2.98375 0.046
H 0.85201 -2.05865 4.28418 0.104
H -0.51622 -1.05016 3.82181 0.075
H -2.80760 -2.04066 3.11852 0.123
H -4.70380 -0.55213 3.60734 0.132
H -5.16269 1.39717 2.16017 0.133
H -3.72893 1.86146 0.20296 0.134
H -4.17122 0.40249 -1.50856 0.122
H -4.78757 0.88102 -3.83315 0.137
H -3.02994 1.23031 -5.54348 0.137
H -0.65349 1.03048 -4.94454 0.125
H 1.54218 0.12204 -4.51071 0.118
H 0.97495 -2.45858 -2.94044 0.076
H 1.37768 -2.33536 -4.64938 0.106
H -0.16897 -1.72216 -4.08011 0.072
H 3.10209 -1.35062 -2.31980 0.080
H 3.50133 0.29740 -2.85268 0.072
H 3.61789 -1.04823 -3.97438 0.106
H 2.26708 2.17329 -1.64461 0.098
H -0.38865 3.45797 -2.45447 0.094
H 0.89592 4.16141 -1.47842 0.104
H -0.09673 2.85705 -0.82504 0.036
H 1.04467 2.75637 -4.40845 0.087
H 2.66727 2.09526 -4.11562 0.079
H 2.26595 3.72510 -3.60206 0.106
C 4.36169 0.63829 2.26318 -0.010
N 3.27121 1.56361 2.58353 -0.126
C 3.70141 2.80786 3.24170 0.000
C 2.04197 1.41684 2.07787 -0.407
N 1.89568 0.70908 0.91842 -0.078
N 0.99617 1.93818 2.71763 -0.118
C -0.28024 2.21650 2.07970 -0.020
C 0.99787 2.14642 4.17073 -0.005
H 4.97536 0.51041 3.15282 0.112
H 5.00050 1.02795 1.46725 0.109
H 3.97169 -0.33882 1.98682 0.090
H 4.53815 3.22005 2.67772 0.111
H 4.03417 2.61677 4.26096 0.111
H 2.89619 3.53424 3.25178 0.093
H 2.79049 0.51851 0.47711 0.061
H -0.17227 2.22927 1.00089 0.038
H -0.62824 3.19977 2.39697 0.119
H -1.03047 1.47624 2.37216 0.087
H 1.87499 1.69409 4.62048 0.099
H 0.10737 1.66915 4.58069 0.104
H 0.96553 3.20709 4.41721 0.110

***

17
Properties=species:S:1:pos:R:3:lowdin_charge:R:1 method="wB97M-V/def2-TZVPD" e_above_lowest_kcal_mol=29.6 total_charge=0 homo_lumo_gap_ha=0.3855 e_lumo_ev=1.0 e_tot_ev=-8429.95559 smiles=C[C@H]1C[C@@]2(O)C[C@@H]12 homo_energy_ev=-9.52
C 2.02076 0.50352 -0.01489 -0.070
C 0.90099 -0.52417 -0.04128 -0.309
C -0.13411 -0.53291 1.12926 -0.053
C -1.25006 -0.33595 0.10377 -0.476
O -2.46144 -1.00743 0.12993 0.035
C -1.04204 0.92982 -0.66140 -0.031
C -0.25275 -0.30624 -1.02582 -0.142
H 2.63008 0.44720 -0.92435 0.077
H 2.68611 0.34802 0.84220 0.077
H 1.61900 1.52110 0.04591 0.068
H 1.31899 -1.52902 -0.16918 0.136
H -0.02566 0.25369 1.88719 0.114
H -0.19963 -1.50479 1.62596 0.115
H -3.07701 -0.48239 0.65756 0.106
H -1.83646 1.16396 -1.36521 0.112
H -0.56771 1.79699 -0.20183 0.101
H -0.32905 -0.74140 -2.01782 0.139